No. 1
A cluster of 3 separate species, C10H19N2 in total at a distorted geometry. Source: the Open Molecules 2025 dataset; level of theory: the ωB97M-V functional and the def2-TZVPD basis.

The geometry in XYZ format:
```
31
Properties=species:S:1:pos:R:3:forces:R:3:nbo_charge:R:1
C 3.049645 3.290440 -0.039506 0.18 0.27 -2.02 -0.215
C 2.435465 -2.033357 -0.177844 -0.02 -1.37 -0.15 -0.237
C 2.983776 2.999433 1.109563 0.32 1.39 -5.29 -0.226
C 2.497579 -0.562657 0.042502 2.21 -1.29 0.64 -0.295
C 3.549634 -2.824335 -0.191235 -2.58 1.07 0.05 -0.284
C 1.517252 0.245738 -0.109353 -0.07 0.06 -1.65 0.497
C -0.206184 1.322713 -1.485763 -0.67 -1.56 -0.42 -0.421
C -0.210944 1.174875 1.006374 -1.93 1.36 -0.53 -0.442
C -2.678210 -1.817287 0.772557 1.38 0.94 0.52 -0.437
C -3.964602 -0.052476 -0.329309 -1.63 0.31 0.48 -0.452
N 0.468585 0.889597 -0.293133 0.11 -1.21 2.29 -0.279
N -2.638839 -0.684554 -0.234824 -1.82 -0.13 3.51 -0.669
H 3.144300 3.514053 -1.103458 -0.05 -0.05 0.98 0.251
H 1.402229 -2.457411 -0.340242 1.34 0.28 0.45 0.224
H 2.895840 2.729110 2.013313 -0.48 -1.67 6.34 0.199
H 3.469223 -0.272835 0.507624 -0.82 0.46 -0.82 0.297
H 3.546064 -3.887791 -0.172708 -0.75 -0.73 -0.36 0.222
H 4.538223 -2.494233 -0.248302 1.33 1.22 0.37 0.204
H -1.260207 1.146298 -1.311149 -0.17 -0.13 0.04 0.255
H -0.088389 2.311924 -1.757430 0.62 2.31 0.06 0.237
H 0.121589 0.741700 -2.317826 0.25 -0.58 -0.51 0.234
H -0.060342 2.306828 0.931044 -1.23 -1.27 1.11 0.239
H -1.285139 0.679680 1.038243 2.00 1.53 -0.52 0.287
H 0.343816 0.780813 1.844468 0.42 -0.04 -0.06 0.232
H -2.708506 -2.810193 0.391265 0.28 -0.79 -1.32 0.201
H -1.696478 -1.805577 1.378710 -1.88 0.18 -0.25 0.182
H -3.637429 -1.847946 1.303996 0.67 0.81 0.61 0.222
H -4.088755 0.849113 0.351224 0.28 -1.41 -0.32 0.200
H -4.246986 0.355269 -1.271158 0.83 0.52 -1.32 0.214
H -4.891208 -0.721985 -0.261729 1.44 0.34 0.77 0.198
H -2.300997 -1.064956 -1.045912 0.44 -0.86 -2.71 0.360
```
Forces are in eV/Å.

## Properties
Kohn-Sham gap = 8.763 eV
LUMO = -3.63 eV
HOMO = -12.394 eV
total energy = -13644.91504 eV
strongest force on any atom = 0.1278 Eh/bohr
total charge = +1


No. 2
The molecule C10H19N3O4 at a distorted geometry. Source: the Open Molecules 2025 dataset; level of theory: the ωB97M-V functional and the def2-TZVPD basis.

The geometry in XYZ format:
```
36
Properties=species:S:1:pos:R:3:forces:R:3:nbo_charge:R:1
C 0.104175 -3.693143 1.107384 -0.90 -0.72 -1.20 -0.617
C -0.385327 -2.942976 -0.136110 -0.74 -0.95 -0.52 -0.398
C -1.335748 -1.740003 -0.030345 0.23 -1.03 1.73 -0.233
C -1.627130 -1.229229 -1.367421 -0.59 0.23 -3.71 -0.621
C -0.769058 -0.614759 0.856258 0.61 0.14 -1.03 -0.156
N 0.560683 -0.321980 0.339205 0.00 0.16 0.96 -0.608
C 1.178949 0.892298 0.311794 3.02 -0.78 -0.64 0.678
O 2.427893 0.876737 0.128668 -2.68 0.52 0.63 -0.630
C 0.431692 2.241007 0.328057 1.52 0.87 -0.41 -0.142
N 1.446940 3.321796 0.466074 0.56 -0.39 -0.42 -0.879
C -0.316425 2.447604 -0.998610 -1.30 0.34 0.55 -0.499
C 0.516381 2.267143 -2.227984 0.17 -0.95 -1.13 0.655
N 1.378624 3.257843 -2.437881 1.06 1.86 -0.76 -0.820
O 0.426575 1.327898 -3.013925 -0.47 0.23 0.66 -0.626
C -0.700487 -0.932612 2.327245 -3.82 -0.33 1.63 0.773
O -1.711647 -1.265723 2.985492 2.92 0.77 -1.68 -0.599
O 0.473087 -0.655737 2.889054 -0.11 0.29 0.77 -0.673
H 0.535032 -3.068917 1.845830 0.74 0.50 0.74 0.194
H 0.787997 -4.465256 0.754200 0.43 0.25 0.22 0.220
H -0.684925 -4.270941 1.570990 -0.45 0.15 0.25 0.214
H -0.847475 -3.711566 -0.829298 0.31 0.94 0.70 0.216
H 0.456986 -2.569022 -0.675520 0.83 0.07 -0.51 0.201
H -2.241814 -2.077203 0.435976 -0.66 -0.11 0.40 0.223
H -2.281079 -0.336951 -1.368976 0.54 -0.13 0.08 0.208
H -2.218610 -1.951855 -2.011858 0.59 0.42 0.98 0.222
H -0.707729 -1.049641 -2.014403 -0.99 0.23 1.05 0.246
H -1.407790 0.282649 0.732490 0.22 -0.48 0.28 0.243
H 1.212430 -1.063847 0.627733 -0.08 0.69 -0.74 0.413
H -0.251128 2.369223 1.126276 -0.90 -0.42 0.88 0.214
H 2.324492 2.832946 0.262460 0.03 0.37 -0.09 0.401
H 1.604969 3.774497 1.368626 -0.77 -0.64 -0.10 0.375
H -1.152989 1.736692 -1.085011 0.20 0.30 0.06 0.234
H -0.707985 3.507874 -0.976955 0.26 -1.21 -0.04 0.235
H 1.770197 3.375997 -3.388301 -0.23 -0.27 1.23 0.409
H 1.443302 4.007931 -1.741111 0.08 -0.51 -0.62 0.417
H 0.266941 -0.558774 3.839893 0.35 -0.38 -0.20 0.510
```
Forces are in eV/Å.

## Properties
Kohn-Sham gap = 9.992 eV
LUMO = 0.38 eV
HOMO = -9.616 eV
total energy = -23339.43931 eV
strongest force on any atom = 0.0809 Eh/bohr